Formula: CH13O5S
Source: the Open Molecules 2025 dataset
Level of theory: the ωB97M-V functional and the def2-TZVPD basis

Its net charge is -1. For the total energy, the calculation gives -820.3406 Eh. As for the spin multiplicity: 1. The max |F| comes out at 0.030 Eh/bohr. As for the LUMO energy: 3.574 eV. The relative energy (zero: lowest compared OMol25 entry of this formula, charge and spin) comes out at 78.3 kJ/mol.

Geometry (Å):
C -0.75954 -3.14502 -0.59610
S 0.80870 -2.17543 -0.30171
H -1.29506 -3.31841 0.33472
H -1.40717 -2.45584 -1.12986
H -0.53056 -4.05246 -1.13414
H 2.77421 -0.63113 -0.60943
H 3.37185 0.78262 -0.95099
O 3.31433 0.09042 -0.29304
H -0.57815 0.48074 -0.00811
H -0.08167 -0.07987 -1.22525
O -0.61301 0.67711 -0.96269
H 0.03861 -1.06053 1.06721
H 0.52274 0.27481 1.66637
O -0.23901 -0.32177 1.75799
H -2.36745 1.24397 1.51170
H -2.63577 1.97944 0.28141
O -2.36464 2.17059 1.19845
H 0.27542 2.68256 -0.63084
H 0.81649 3.47294 0.48891
O 0.94968 3.38523 -0.46459

Atom charges from the natural (NBO) analysis, given in e for atoms 1 to 5: -0.708 -0.680 0.186 0.193 0.191

***

Formula: C27H52ClF2N6O11
Source: the Open Molecules 2025 dataset
Level of theory: the ωB97M-V functional and the def2-TZVPD basis

Its net charge is +1. For the total energy, the calculation gives -2875.4043 Eh. As for the spin multiplicity: 1. The max |F| comes out at 0.113 Eh/bohr. As for the LUMO energy: -4.422 eV.

Geometry (Å):
C 4.18346 5.60729 -3.69587
C 4.09111 4.44120 -3.33251
N 3.50839 3.24978 -2.77898
C 2.59662 2.47118 -3.52805
Cl 2.05583 2.77902 -5.18814
N 2.25466 1.40048 -2.65913
C 2.94195 1.58285 -1.44487
N 2.90073 0.83207 -0.33296
N 2.15502 -0.33670 -0.21733
C 2.65238 -1.42700 -1.07347
O 3.42027 -2.20265 -0.57276
F 2.32412 -1.60226 -2.40227
C 0.72378 -0.12795 -0.35143
O 0.01505 -1.05388 -0.62538
F 0.17551 1.13327 -0.18445
N 3.74035 2.73873 -1.54977
N 4.56077 3.15092 -0.52559
C 4.22328 4.51864 -0.00438
C 3.88227 4.40381 1.54384
C 5.11847 3.70467 2.29238
H 4.45654 6.65553 -3.99683
H 3.46014 1.09880 0.49204
H 5.55174 3.06043 -0.78740
H 3.37803 5.01416 -0.57748
H 5.15519 5.15937 -0.16393
H 2.97806 3.74518 1.73009
H 3.71317 5.45561 1.93346
H 5.09892 3.90989 3.40868
H 5.09561 2.60177 2.04308
H 6.11069 4.10451 1.90402
C -4.50346 6.28592 0.12997
O -3.20926 6.51461 -0.39662
C -2.43886 7.39924 0.40649
C -0.95752 7.06085 0.31509
O -0.58367 5.90330 1.06243
C -1.01995 4.64490 0.55147
C -0.29874 4.21312 -0.71667
O -0.78176 4.92873 -1.84557
C 0.21565 5.15383 -2.81442
H -5.10112 7.20180 0.09257
H -4.98684 5.52177 -0.47977
H -4.44533 5.91420 1.15899
H -2.75179 7.34752 1.45363
H -2.60629 8.41671 0.03485
H -0.39942 7.88788 0.76319
H -0.62516 6.98629 -0.72173
H -2.10349 4.62471 0.42899
H -0.78231 3.91813 1.33463
H -0.48390 3.15061 -0.90023
H 0.78180 4.37025 -0.59005
H 1.07410 5.67428 -2.37069
H -0.20466 5.79059 -3.59240
H 0.53675 4.20589 -3.26151
C -6.34372 -3.69217 -1.11357
O -6.04099 -2.68404 -0.16872
C -6.21473 -3.12083 1.17357
C -5.23813 -2.41510 2.10463
O -3.90179 -2.90654 2.01822
C -3.17745 -2.58522 0.83129
C -2.77747 -1.12036 0.73138
O -3.89461 -0.31506 0.36583
C -3.84710 0.97775 0.93260
H -7.41148 -3.93216 -1.09133
H -6.08516 -3.31632 -2.10431
H -5.74974 -4.59353 -0.92559
H -6.06459 -4.20174 1.25378
H -7.24248 -2.88111 1.47019
H -5.55484 -2.61622 3.13203
H -5.26991 -1.33213 1.97517
H -3.71226 -2.92149 -0.05794
H -2.25949 -3.17886 0.88473
H -2.01844 -0.99954 -0.04604
H -2.35902 -0.79211 1.69141
H -3.76154 0.91860 2.02362
H -4.77925 1.48796 0.69051
H -3.00906 1.54702 0.51633
C 1.65516 -9.96688 1.78946
O 2.19695 -8.81830 1.16631
C 2.20079 -8.91460 -0.25224
C 2.03893 -7.54117 -0.88972
O 0.70744 -7.03287 -0.83386
C 0.23381 -6.61842 0.44732
C 0.87770 -5.33700 0.95566
O 2.19507 -5.58687 1.43279
C 3.06716 -4.49482 1.22718
H 2.30132 -10.83495 1.62455
H 1.58959 -9.77180 2.86053
H 0.64488 -10.17170 1.41817
H 1.39329 -9.56572 -0.60056
H 3.16212 -9.34753 -0.55293
H 2.26643 -7.64088 -1.95504
H 2.75341 -6.82276 -0.48439
H 0.31009 -7.42743 1.17475
H -0.83401 -6.42377 0.31027
H 0.29375 -4.94042 1.79465
H 0.89116 -4.59353 0.14891
H 3.09172 -4.21672 0.17109
H 4.07058 -4.80173 1.52271
H 2.75900 -3.64075 1.83934

Atom charges from the Mulliken analysis, given in e for atoms 1 to 5: 0.035 -0.442 0.222 0.235 -0.001

***

Formula: C4H8Si2
Source: the Open Molecules 2025 dataset
Level of theory: the ωB97M-V functional and the def2-TZVPD basis

For the total energy, the calculation gives -736.0391 Eh. As for the spin multiplicity: 1. The max |F| comes out at 0.059 Eh/bohr. As for the LUMO energy: -0.544 eV. The relative energy (zero: lowest compared OMol25 entry of this formula, charge and spin) comes out at 170.8 kJ/mol.

Geometry (Å):
C -1.37885 -1.22038 -0.46698
C -0.00038 -0.74979 -0.51102
C -2.36644 -0.39630 0.01735
C 0.55188 0.14607 0.29756
Si -2.13513 1.15151 0.89458
Si 2.39119 0.52051 0.21790
H -1.59242 -2.18175 -0.82593
H 0.68028 -1.37955 -1.09707
H -3.32096 -0.84378 0.00324
H 0.12480 0.83194 1.04373
H -1.60281 2.18997 -0.22771
H 2.86702 1.01790 -1.13479
H 3.31860 -0.63169 0.42713
H 2.46322 1.54535 1.36201

Atom charges from the natural (NBO) analysis, given in e for atoms 1 to 5: -0.192 -0.179 -0.752 -0.634 0.744

***

Question: Number 2 is which compound?
Answer: C27H52ClF2N6O11

***

Question: Among the records above, which one has the highest LUMO energy?
Answer: CH13O5S